C6H9N | the ωB97M-V functional and the def2-TZVPD basis

Structure (XYZ):
```
16
Properties=species:S:1:pos:R:3
C -1.05004 0.58461 -1.42644
N 0.25544 0.57942 -1.04428
C 0.75110 1.41656 -0.11603
C -0.35158 -0.11497 1.20717
C -0.14899 -1.40746 0.42438
C 0.89034 -0.63468 -0.39935
C 1.11024 0.30923 0.81012
H -1.50835 1.56903 -1.44286
H -1.13128 0.33508 0.40466
H -1.37733 -0.12999 -2.16422
H 0.24606 2.34965 0.13358
H -0.68867 -0.03296 2.23683
H -1.02330 -1.81542 -0.09184
H 0.38869 -2.17478 0.98656
H 1.65710 -1.12858 -1.00033
H 1.98056 0.29525 1.48206
```

orbital gap (alpha / beta)	7.6 / 7.6	eV

Atom charges from the Löwdin analysis, given in e for atoms 1 to 4:
1 C -0.059
2 N -0.168
3 C -0.077
4 C -0.149

=====

C51H48N3OP2RbS2Si | the ωB97M-V functional and the def2-TZVPD basis

Structure (XYZ):
```
109
Properties=species:S:1:pos:R:3
Rb -0.62875 0.26219 -0.08330
C -4.80924 0.30911 4.92274
Si -4.96662 -1.45204 4.26309
C -4.41863 -2.54605 5.71683
C -6.80149 -1.68966 3.86175
C -3.99021 -2.13818 2.79308
C -4.08435 -3.50043 2.56065
C -3.33099 -4.12142 1.57002
C -2.46448 -3.32975 0.84796
N -2.36245 -2.01150 0.99846
C -3.13143 -1.38859 1.92692
S -3.05032 0.32399 1.98637
H -5.55280 0.46864 5.71123
H -4.96847 1.04697 4.14074
H -3.81857 0.47371 5.34673
H -4.90066 -2.23737 6.64790
H -3.33796 -2.46437 5.85374
H -4.65039 -3.60130 5.55508
H -7.41832 -1.58367 4.75766
H -7.00469 -2.66903 3.42403
H -7.11901 -0.93082 3.14352
H -4.75553 -4.10401 3.16635
H -3.39827 -5.18633 1.39295
H -1.80907 -3.76812 0.09954
O 0.44178 2.85273 -1.58735
C 1.46786 3.26059 -2.40652
C 1.67459 4.58168 -2.78532
C 2.72353 4.88675 -3.63860
C 3.56443 3.89043 -4.10985
C 3.37419 2.58207 -3.69573
C 2.33789 2.25475 -2.83110
P 2.07223 0.57270 -2.13558
C 2.23487 -0.38404 -3.70020
C 3.42680 -0.84215 -4.25681
C 3.41511 -1.56057 -5.44488
C 2.21839 -1.82070 -6.09604
C 1.02810 -1.34780 -5.56343
C 1.03976 -0.63797 -4.37374
C 3.70180 0.33005 -1.32783
C 4.20669 -0.96126 -1.17220
C 5.38562 -1.17824 -0.47601
C 6.06296 -0.11141 0.09718
C 5.54912 1.17104 -0.02135
C 4.37677 1.39250 -0.72890
C -0.30300 3.84760 -0.97384
C -1.32777 4.48464 -1.65360
C -2.04046 5.48327 -1.01030
C -1.69074 5.86701 0.27783
C -0.65916 5.22545 0.94454
C 0.02642 4.17439 0.33994
P 1.33804 3.13404 1.11707
C 0.41951 2.31431 2.48000
C 1.10391 1.25752 3.08559
C 0.58577 0.63477 4.21051
C -0.61849 1.06590 4.74429
C -1.31286 2.09939 4.13741
C -0.80536 2.71486 3.00369
C 2.23277 4.44999 2.05276
C 3.22105 5.14655 1.35640
C 3.94749 6.15125 1.97534
C 3.70239 6.46689 3.30383
C 2.73243 5.77122 4.00951
C 2.00239 4.76577 3.38997
H 1.02761 5.36709 -2.41951
H 2.87937 5.91588 -3.93483
H 4.37037 4.13722 -4.78856
H 4.04453 1.80372 -4.03749
H 4.36972 -0.64757 -3.76187
H 4.34679 -1.91856 -5.86663
H 2.20953 -2.39166 -7.01610
H 0.09073 -1.55044 -6.06586
H 0.10953 -0.28128 -3.94785
H 3.67185 -1.79556 -1.60609
H 5.77681 -2.18352 -0.37429
H 6.98501 -0.28066 0.63842
H 6.06126 2.00306 0.44567
H 3.97919 2.39607 -0.81126
H -1.54746 4.21009 -2.67793
H -2.85571 5.97636 -1.52259
H -2.22986 6.66983 0.76392
H -0.37175 5.54386 1.93890
H 2.06895 0.95722 2.68796
H 1.12483 -0.17720 4.68211
H -1.02175 0.57751 5.62234
H -2.25924 2.43237 4.53970
H -1.37810 3.50415 2.53905
H 3.41643 4.89770 0.31787
H 4.71094 6.68711 1.42518
H 4.27068 7.24969 3.78989
H 2.54216 6.00989 5.04832
H 1.25504 4.22640 3.95590
N 2.22330 -3.98613 -1.48372
C 1.20657 -3.80114 -2.37953
S -0.03733 -2.77964 -1.99345
N 1.39989 -4.47444 -3.54061
C 0.61469 -4.65640 -4.70089
C -0.72486 -4.30063 -4.83460
C -1.39109 -4.56622 -6.02264
C -0.74792 -5.18335 -7.08333
C 0.58436 -5.54329 -6.94816
C 1.25813 -5.28296 -5.76919
H 2.02843 -3.64178 -0.55919
H 2.78382 -4.82372 -1.52977
H 2.29832 -4.92626 -3.61224
H -1.24555 -3.82704 -4.02247
H -2.43349 -4.28928 -6.11204
H -1.27777 -5.38889 -8.00399
H 1.10252 -6.03282 -7.76243
H 2.30082 -5.56737 -5.67011
```

orbital gap	6.0	eV

Atom charges from the Löwdin analysis, given in e for atoms 1 to 4:
1 Rb 0.545
2 C -0.213
3 Si 0.535
4 C -0.186

=====

C3HFN2 | the ωB97M-V functional and the def2-TZVPD basis

Structure (XYZ):
```
7
Properties=species:S:1:pos:R:3
C -0.95676 0.76151 0.29492
C 1.79102 -0.18721 -0.03383
C -0.59231 -0.48537 -0.15967
N -1.36264 1.82009 0.46040
N 2.65397 0.31250 0.51305
F -0.87646 -0.78256 -1.42058
H -0.65682 -1.43897 0.34571
```

orbital gap (alpha / beta)	8.4 / 8.4	eV

Atom charges from the Löwdin analysis, given in e for atoms 1 to 4:
1 C -0.183
2 C -0.160
3 C -0.107
4 N 0.253

=====

C3H5N3O | the ωB97M-V functional and the def2-TZVPD basis

Structure (XYZ):
```
12
Properties=species:S:1:pos:R:3
N 1.28012 2.07013 0.09483
N 0.12727 1.56631 -0.17827
C -0.14553 0.33462 0.01176
N 0.73441 -0.62773 0.47680
C 0.10967 -1.85017 -0.02937
C -1.13727 -1.60543 -0.30899
O -1.35071 -0.18545 -0.20733
H 1.65653 2.67878 -0.60563
H 1.17353 2.42965 1.03782
H 1.79701 -0.65381 0.86175
H 0.27872 -2.95807 -0.02109
H -2.05404 -2.34806 -0.40809
```

orbital gap	8.2	eV

Atom charges from the Löwdin analysis, given in e for atoms 1 to 4:
1 N -0.056
2 N -0.065
3 C -0.470
4 N 0.097

=====

C15H16F5O16 | the ωB97M-V functional and the def2-TZVPD basis

Structure (XYZ):
```
52
Properties=species:S:1:pos:R:3
O -1.02202 -0.10094 0.43371
H -1.48802 -0.71094 0.89071
C -0.05902 3.25806 0.43971
C -1.51402 3.28906 -0.12029
O -1.35702 3.38306 -1.47529
C -0.10902 3.06606 -1.87429
O 0.24898 2.83806 -3.05329
O 0.65298 2.82006 -0.77229
F -2.18902 4.34606 0.43671
H -0.19702 2.23206 0.98471
H 0.23098 4.15406 0.68871
H -2.14102 2.51706 0.17971
C 0.70798 -3.14694 0.81971
C -0.63202 -3.60494 0.12671
O -1.13402 -4.61794 0.96371
C -0.32102 -4.79094 1.87871
O -0.38702 -5.64694 2.68071
O 0.79598 -4.04794 1.82571
F -0.41402 -4.24294 -1.13629
H 0.69698 -2.02994 0.98971
H 1.50198 -3.23494 -0.03329
H -1.18702 -2.59894 0.11471
C 1.89598 -0.29494 -1.48729
C 2.36198 0.13306 -0.06629
O 3.27998 1.16606 -0.34229
C 3.33898 1.44906 -1.70929
O 3.98398 2.34306 -2.21729
O 2.58398 0.55406 -2.35829
F 2.95298 -0.91194 0.50771
H 0.76398 0.05406 -1.38529
H 2.15098 -1.21994 -1.99529
H 1.49498 0.56706 0.55971
C -3.53302 1.32306 -3.04729
C -2.56602 0.04406 -2.82329
O -1.86002 -0.13294 -4.03029
C -2.14802 0.93106 -4.83429
O -1.57402 1.12906 -5.86229
O -3.07702 1.75206 -4.34729
F -3.38302 -1.14694 -2.64029
H -3.34502 1.93706 -2.14329
H -4.57202 1.11406 -3.13629
H -1.94402 0.05406 -1.81229
C 0.55198 0.13806 3.53571
C 0.73898 -1.01894 4.64271
O 2.20198 -1.07994 4.78171
C 2.79698 -0.28594 3.85871
O 4.02598 0.03406 3.75271
O 1.87298 0.38206 3.15471
F 0.36898 -2.20894 4.21171
H 0.05898 1.09506 3.92971
H -0.34102 -0.21194 2.81071
H 0.23398 -0.81694 5.50371
```

orbital gap	8.4	eV
charge	-1

Atom charges from the Löwdin analysis, given in e for atoms 1 to 4:
1 O -0.389
2 H -0.204
3 C 0.036
4 C -0.328

=====

H3N2OP | the ωB97M-V functional and the def2-TZVPD basis

Structure (XYZ):
```
7
Properties=species:S:1:pos:R:3
N -1.23827 0.33185 0.28426
N 0.09330 -0.01106 0.00836
P 1.62126 0.56788 -0.27802
O 2.40746 -0.71480 -0.00434
H -1.40750 1.18305 -0.09541
H -1.94833 -0.40021 -0.05494
H 0.47208 -0.95671 0.14009
```

orbital gap	9.3	eV

Atom charges from the Löwdin analysis, given in e for atoms 1 to 4:
1 N -0.015
2 N -0.367
3 P 0.743
4 O -0.557

=====

Number 1: maximum force 2.25 eV/Å. Number 2: maximum force 0.79 eV/Å. Number 3: maximum force 5.28 eV/Å. Number 4: maximum force 8.28 eV/Å. Number 5: maximum force 9.88 eV/Å. Number 6: maximum force 4.38 eV/Å.